1.
Formula: C16H14N6O
Source: OMol25
Level of theory: ωB97M-V/def2-TZVPD

Each line ends with the Löwdin charge.
Cartesian coordinates (Å):
O: 0.3480 -0.5368 -3.3948  0.067
N: -3.2189 -2.0850 -0.3229  0.089
N: 1.4201 0.3309 0.2661  0.182
N: 0.5595 -1.5217 1.4363  0.184
C: 0.7466 0.5698 -3.0213  -0.470
C: -2.4730 -2.9396 0.3148  -0.355
C: 1.5533 2.8140 -3.8571  0.066
C: 1.1929 1.4979 -4.0419  -0.070
C: -3.2014 -4.1443 0.6580  -0.026
C: -4.4851 -3.9321 0.1548  -0.097
C: 1.4302 -0.4880 1.3242  -0.233
C: 0.5695 0.0690 -0.6957  -0.321
C: -0.3040 -1.7235 0.4872  -0.321
C: -0.3719 -0.9074 -0.6031  0.065
C: 4.4187 0.1350 4.2852  -0.079
C: 4.2203 1.0739 3.2663  -0.085
C: 3.6777 -1.0439 4.2646  -0.082
C: 3.2406 0.9042 2.3174  -0.038
C: 2.7143 -1.2392 3.2858  -0.041
C: 2.4687 -0.2542 2.3496  -0.164
N: -4.4627 -2.6516 -0.3481  -0.045
N: 0.7143 0.9641 -1.7072  0.149
N: -1.1467 -2.8036 0.6870  0.127
H: 1.4676 3.2082 -2.8557  0.051
H: 2.0174 3.4155 -4.6049  0.050
H: 1.2722 1.0230 -5.0623  0.129
H: -2.7980 -5.0176 1.1898  0.099
H: -5.3245 -4.6360 0.1688  0.114
H: -1.1288 -1.0471 -1.3622  0.114
H: 5.1384 0.3258 5.0457  0.090
H: 4.8161 1.9878 3.2770  0.105
H: 3.9089 -1.8461 4.9563  0.101
H: 3.1086 1.6772 1.5911  0.100
H: 2.1178 -2.1655 3.3478  0.116
H: -5.2749 -2.2119 -0.7942  0.154
H: 1.4411 1.6152 -1.4525  0.133
H: -0.8054 -3.3816 1.4466  0.144

Atomic forces in eV per Å
0.4 1.0 0.6
-0.8 0.7 0.0
1.3 -0.3 1.9
2.5 0.6 1.9
-1.6 -2.0 -0.7
-0.6 -2.2 0.8
-0.7 -3.2 0.6
1.6 2.9 -1.9
-0.4 0.3 -0.5
1.7 0.5 0.8
-1.3 -0.5 -1.2
-0.4 -0.1 1.1
-1.1 -0.3 0.1
-1.3 -0.1 -1.8
-0.6 -0.2 -1.0
0.4 0.3 1.0
0.5 0.2 -0.1
0.2 -0.3 0.4
-0.2 -0.7 1.0
-0.5 -0.3 -0.5
-0.8 -1.2 -0.4
0.4 0.9 -1.7
0.6 0.4 -0.1
0.0 0.4 0.0
-0.1 0.3 -0.5
-0.1 0.6 1.3
-0.4 0.5 -0.5
0.2 0.8 -0.1
0.2 0.0 0.0
0.5 0.0 0.4
-0.1 -0.2 -0.1
-0.2 0.2 0.2
-0.3 0.1 -0.4
0.3 0.7 -0.5
1.1 0.0 0.2
0.0 0.3 0.0
-0.4 0.1 -0.1

Largest force on an atom in Eh/bohr: 0.07302
SMILES string: C=CC(=O)Nc1cc(Nc2cc[nH]n2)nc(-c2ccccc2)n1
Energy in eV: -27806.9218
Spin multiplicity: 1
LUMO energy in eV: 0.2

2.
Formula: C16H14NNiO2S4
Source: OMol25
Level of theory: ωB97M-V/def2-TZVPD

Each line ends with the Mulliken spin population.
Cartesian coordinates (Å):
Ni: 0.0362 1.2023 -0.0024  1.600
O: -1.2366 7.7385 -1.1976  0.001
C: -1.0124 6.5702 -0.9824  0.001
S: 0.5308 5.9528 -0.3903  -0.002
C: 0.0903 4.2513 -0.3286  0.001
C: -1.1624 3.9416 -0.7137  0.002
S: -1.8523 2.3363 -0.7363  0.084
S: -2.1879 5.2768 -1.2204  0.000
S: 1.3026 3.1190 0.2039  0.118
N: 1.7722 0.0009 -0.4712  0.074
C: 1.4033 -1.3633 -0.6385  -0.018
C: 1.7280 -2.0235 -1.8161  0.007
C: 1.3367 -3.3359 -2.0222  -0.001
C: 0.6149 -3.9960 -1.0383  0.006
C: 0.2889 -3.3301 0.1332  -0.003
C: 0.6694 -2.0082 0.3659  0.033
C: 0.2676 -1.3157 1.6252  -0.153
C: 0.2693 -2.0533 2.8145  0.004
C: -0.1663 -1.4851 3.9989  -0.005
C: -0.6154 -0.1701 3.9946  0.008
C: -0.6001 0.5596 2.8142  0.049
C: -0.1494 0.0279 1.6001  0.193
H: 2.2934 0.3763 -1.2521  -0.004
H: 2.2646 0.1707 0.3990  -0.009
H: 2.2754 -1.4895 -2.5839  -0.001
H: 1.5874 -3.8336 -2.9504  0.000
H: 0.2919 -5.0186 -1.1878  0.000
H: -0.3064 -3.8324 0.8854  0.000
H: 0.6293 -3.0769 2.8139  0.000
H: -0.1512 -2.0604 4.9172  0.000
H: -0.9661 0.2869 4.9134  -0.001
H: -0.9436 1.5891 2.8337  0.011
C: -1.5281 -0.8332 -2.4603  0.006
O: -0.5084 0.1317 -2.6551  -0.002
H: -2.2151 -0.8738 -3.3121  0.000
H: -2.1090 -0.6305 -1.5547  0.003
H: -1.0505 -1.8062 -2.3464  -0.001
H: -0.8910 1.0046 -2.4524  -0.003

Atomic forces in eV per Å
0.0 0.0 -0.1
0.0 0.0 0.0
0.0 0.0 0.0
0.0 0.0 0.0
-0.1 0.0 -0.1
0.1 0.1 0.0
0.0 0.0 0.0
0.0 0.0 0.0
0.0 0.0 0.1
-0.1 0.0 0.1
0.1 0.0 0.0
0.0 0.0 0.0
0.0 0.0 0.0
0.0 0.0 0.0
0.0 0.0 0.0
0.0 0.0 0.0
0.0 0.0 0.0
0.0 0.0 0.0
0.0 0.0 0.0
0.0 0.0 0.0
0.0 0.0 0.0
0.0 0.0 0.1
0.0 0.0 0.0
0.0 0.0 0.0
0.0 0.0 0.0
0.0 0.0 0.0
0.0 0.0 0.0
0.0 0.0 0.0
0.0 0.0 0.0
0.0 0.0 0.0
0.0 0.0 0.0
0.0 0.0 0.0
0.0 0.0 0.1
0.0 0.0 0.0
0.0 0.0 0.0
0.0 0.0 0.0
0.0 0.0 0.0
0.0 0.0 0.0

Largest force on an atom in Eh/bohr: 0.00233
Charge: -1
Energy in eV: -106791.6556
Spin multiplicity: 3
LUMO energy (alpha / beta) in eV: 2.8 / 2.8
Expectation value of S²: 2.0084

3.
Formula: C16H15BrTi
Source: OMol25
Level of theory: ωB97M-V/def2-TZVPD

Each line ends with the Löwdin charge.
Cartesian coordinates (Å):
C: -2.4955 -0.4905 -1.3314  -0.163
C: -2.2759 -1.0447 -0.0343  -0.197
C: -1.8531 0.0115 0.8301  -0.138
H: -2.5150 -2.0533 0.2937  0.106
C: -1.8113 1.2310 0.0722  -0.134
C: -2.2596 0.9194 -1.2592  -0.177
H: -2.5737 1.6471 -1.9988  0.118
H: -2.8361 -1.0360 -2.2019  0.118
H: -1.6655 -0.0610 1.8944  0.118
H: -1.5868 2.2260 0.4869  0.121
Ti: -0.0864 -0.2150 -0.9657  0.604
Br: 0.1462 -2.6541 -1.0040  0.373
C: 1.7808 0.8707 -1.8313  -0.134
C: 0.5591 1.5762 -2.1256  -0.153
C: -0.2475 0.7078 -2.9677  -0.197
H: 0.3310 2.5903 -1.8245  0.121
C: 0.4636 -0.5042 -3.1680  -0.209
C: 1.7196 -0.4100 -2.4720  -0.187
H: 2.5490 -1.1134 -2.5876  0.124
H: 2.6786 1.2770 -1.3449  0.128
H: -1.1874 0.9393 -3.4460  0.110
H: 0.1597 -1.3598 -3.7864  0.119
C: 1.3204 -0.3112 3.9778  -0.115
C: 1.3259 -1.4889 3.2219  -0.095
C: 1.1530 -1.4434 1.8252  -0.176
C: 0.8990 -0.2319 1.1941  -0.211
C: 0.9557 0.9500 1.9142  -0.156
C: 1.1809 0.9062 3.3119  -0.103
H: 1.4367 -0.3524 5.0650  0.098
H: 1.4952 -2.4594 3.7272  0.104
H: 1.1909 -2.3653 1.2445  -0.001
H: 0.8066 1.9200 1.4022  0.094
H: 1.2419 1.8220 3.8880  0.090

Atomic forces in eV per Å
0.4 0.6 0.7
0.0 1.2 0.5
-0.3 -0.2 -1.0
0.5 0.2 -0.3
-0.2 -0.7 -0.5
-0.2 -0.4 1.4
0.5 -0.1 0.0
0.1 0.1 0.1
0.1 -0.1 -0.3
-0.1 -0.7 -0.4
-2.4 -1.0 3.4
0.0 -0.6 -0.4
0.0 -0.2 -0.9
0.5 -1.1 -0.8
1.5 0.4 -0.9
-0.1 -0.2 0.0
0.9 0.7 -0.4
-0.3 1.1 -0.5
-0.6 0.1 0.6
-0.8 -0.3 0.0
0.2 0.0 0.2
0.0 0.6 0.6
0.0 -0.2 -0.4
0.2 -0.3 -0.1
0.1 -0.2 1.0
-0.2 0.2 -2.2
0.3 0.3 1.0
-0.1 0.1 -0.5
0.0 0.1 -0.4
-0.2 0.6 -0.4
-0.1 0.3 0.4
0.1 -0.5 0.5
-0.1 0.1 -0.1

Largest force on an atom in Eh/bohr: 0.08310
Energy in eV: -109992.9811
Spin multiplicity: 1
LUMO energy in eV: -0.4

> Among the records above, which one has the highest energy?

C16H14N6O